Record 1
Here is C4H8O2 in the gas phase in a non-equilibrium geometry from OMol25. Energies are from ωB97M-V/def2-TZVPD.

Structure (XYZ):
```
14
Properties=species:S:1:pos:R:3:forces:R:3:nbo_charge:R:1
O -1.081 -1.776 -0.647 0.08 -0.12 0.27 -0.722
C -0.446 -0.783 -1.418 0.08 0.24 -0.37 -0.054
C -0.345 0.542 -0.673 -0.10 -0.08 0.00 -0.460
C 0.683 0.451 0.414 0.13 0.03 -0.40 0.051
C 0.497 0.910 1.778 0.26 -1.40 0.44 -0.143
O 0.592 -0.527 1.433 0.92 -0.50 -0.08 -0.533
H -0.650 -1.792 0.221 -0.11 -0.03 -0.14 0.482
H 0.565 -1.099 -1.734 -0.19 0.00 0.05 0.153
H -1.046 -0.653 -2.322 0.04 -0.08 0.06 0.181
H -0.035 1.347 -1.354 -0.08 -0.17 0.08 0.221
H -1.325 0.810 -0.263 0.12 -0.09 -0.05 0.217
H 1.720 0.426 0.084 -0.01 0.58 -0.33 0.187
H -0.476 0.756 2.202 -0.59 2.09 0.30 0.223
H 1.348 1.389 2.281 -0.56 -0.47 0.18 0.196
```
Positions in Å, forces in eV/Å.

## Properties
HOMO energy ... -0.3744 hartree
LUMO level ... 1.057 eV
SMILES string ... OCC[C@H]1CO1
DFT total energy ... -8370.6291 eV


Record 2
Here is C4H4N2O in the gas phase in a non-equilibrium geometry from OMol25. Energies are from ωB97M-V/def2-TZVPD.

Structure (XYZ):
```
11
Properties=species:S:1:pos:R:3:forces:R:3:nbo_charge:R:1
N 2.361 0.179 0.029 1.23 1.61 -0.01 -0.604
C 1.211 -0.166 0.019 1.26 0.26 0.02 0.581
C 0.573 -1.412 0.030 -1.44 1.79 -0.05 -0.141
N -0.672 -1.210 0.006 -2.18 -3.71 0.04 -0.321
C -1.512 -0.210 -0.020 -0.89 0.61 -0.04 -0.224
C -1.133 1.092 -0.034 0.26 0.35 0.01 0.274
O 0.102 1.452 -0.022 1.02 -2.55 0.05 -0.560
H 2.420 1.187 0.015 0.80 0.44 0.00 0.394
H 0.930 -2.436 0.053 0.81 0.40 0.00 0.231
H -2.531 -0.529 -0.029 -0.71 0.42 -0.02 0.198
H -1.877 1.875 -0.056 -0.16 0.38 -0.01 0.173
```
Positions in Å, forces in eV/Å.

## Properties
HOMO energy ... -0.3125 hartree
LUMO level ... -0.027 eV
SMILES string ... N=C=C/N=C\C=O
DFT total energy ... -9236.5657 eV


Record 3
Here is a 2-piece molecular cluster, C24H37FN3O3 overall in a non-equilibrium geometry from OMol25. Energies are from ωB97M-V/def2-TZVPD.

Structure (XYZ):
```
68
Properties=species:S:1:pos:R:3:forces:R:3:nbo_charge:R:1
C -1.818 -1.458 4.783 -0.01 0.80 -0.24 -0.622
C -1.890 -0.535 3.551 0.22 -0.02 0.82 -0.240
N -0.752 -0.780 2.641 -0.17 -0.04 0.15 -0.397
N -1.059 -0.644 1.281 0.00 -0.26 -0.05 -0.095
C -1.058 -1.760 0.529 0.03 -0.37 0.23 0.044
C -1.300 -1.747 -0.814 -0.33 -0.71 -0.83 0.001
C -1.238 -3.068 -1.555 1.02 0.05 -0.07 -0.430
C 0.277 -3.400 -1.806 -0.64 0.97 0.33 -0.384
C 0.789 -2.655 -3.045 0.49 -0.60 -0.22 -0.402
C 2.331 -2.789 -3.124 -0.50 0.69 0.48 -0.397
C 3.054 -1.712 -2.268 0.65 -0.48 -0.22 -0.406
C 4.372 -2.217 -1.632 0.39 0.07 0.62 -0.409
C 4.254 -2.569 -0.126 -0.09 -0.42 -0.22 -0.411
C 3.721 -3.998 0.062 0.18 0.75 -0.44 -0.061
O 4.709 -4.911 -0.402 -0.80 -0.15 0.63 -0.553
C 4.431 -6.224 0.099 1.05 -0.06 -0.41 -0.256
C -1.553 -0.526 -1.425 -0.09 -0.22 0.06 -0.107
C -1.553 0.609 -0.641 -0.18 0.28 -1.14 -0.206
C -1.305 0.550 0.707 0.18 1.07 0.65 0.202
C -1.293 1.889 1.446 -0.32 0.12 -0.26 0.188
C -2.626 2.274 2.130 0.68 -0.15 0.81 -0.659
F -0.210 1.931 2.309 -0.32 0.00 0.15 -0.341
H -2.691 -1.203 5.395 0.08 -0.42 -0.11 0.241
H -0.953 -1.178 5.396 -0.01 -0.36 -0.23 0.229
H -1.808 -2.519 4.515 -0.06 0.15 0.19 0.211
H -1.767 0.477 3.942 -0.33 -0.05 -0.29 0.211
H -2.861 -0.650 3.050 0.28 0.04 -0.07 0.193
H -0.400 -1.723 2.775 0.01 0.10 -0.14 0.374
H -0.850 -2.709 1.017 -0.05 0.32 0.19 0.231
H -1.727 -2.978 -2.531 -0.19 -0.16 0.32 0.231
H -1.687 -3.864 -0.951 -0.16 0.20 -0.21 0.230
H 0.468 -4.477 -1.831 -0.12 0.18 -0.28 0.226
H 0.812 -3.003 -0.926 0.10 -0.31 -0.20 0.189
H 0.486 -1.597 -3.026 0.14 -0.18 0.11 0.190
H 0.326 -3.083 -3.947 0.05 0.02 0.23 0.213
H 2.579 -3.786 -2.740 0.16 0.12 -0.39 0.201
H 2.674 -2.668 -4.157 -0.03 -0.36 0.18 0.220
H 3.322 -0.892 -2.946 -0.34 0.06 0.29 0.217
H 2.412 -1.322 -1.462 -0.01 -0.01 -0.29 0.179
H 4.746 -3.113 -2.144 -0.08 0.24 -0.06 0.221
H 5.168 -1.465 -1.713 -0.28 -0.06 -0.17 0.214
H 3.603 -1.831 0.366 0.04 -0.26 -0.02 0.190
H 5.226 -2.523 0.383 -0.12 0.06 -0.22 0.221
H 2.828 -4.108 -0.579 -0.06 -0.15 0.42 0.149
H 3.460 -4.196 1.113 0.07 0.02 -0.18 0.167
H 4.682 -6.931 -0.701 -0.31 0.06 0.17 0.195
H 5.125 -6.437 0.926 -0.38 0.04 0.03 0.183
H 3.392 -6.342 0.426 0.14 -0.02 -0.14 0.169
H -1.748 -0.482 -2.493 0.01 0.08 0.17 0.249
H -1.724 1.576 -1.125 0.03 -0.24 0.41 0.275
H -1.112 2.660 0.685 0.16 -0.37 0.00 0.209
H -2.413 2.340 3.205 -0.11 0.05 -0.21 0.241
H -3.407 1.518 2.019 0.02 0.28 -0.25 0.224
H -2.948 3.270 1.820 -0.11 -0.32 -0.17 0.243
C -2.033 8.506 0.524 0.00 0.01 0.00 -0.164
C -3.079 8.483 -0.389 0.12 -0.04 0.09 -0.201
C -3.342 7.333 -1.115 -0.22 0.11 -0.13 -0.203
C -2.552 6.214 -0.912 0.10 0.23 0.19 0.073
C -1.501 6.225 -0.010 0.16 -0.13 0.13 -0.215
C -1.242 7.379 0.710 -0.10 0.07 -0.03 -0.207
N -2.846 4.988 -1.663 -0.08 0.03 -0.09 0.527
O -3.756 5.013 -2.457 0.05 -0.06 0.03 -0.342
O -2.155 4.002 -1.442 0.05 -0.10 0.14 -0.441
H -1.833 9.405 1.092 0.00 -0.01 -0.02 0.229
H -3.692 9.362 -0.533 0.00 -0.03 -0.03 0.232
H -4.157 7.318 -1.824 0.05 -0.14 -0.01 0.253
H -0.884 5.350 0.139 -0.07 -0.03 -0.12 0.236
H -0.425 7.401 1.419 0.00 -0.02 -0.03 0.228
```
Positions in Å, forces in eV/Å.

## Properties
HOMO energy ... -0.4245 hartree
LUMO level ... -3.696 eV
Total charge ... +1
DFT total energy ... -38808.2332 eV


Record 4
Here is a 2-piece molecular cluster, C5H13ClN2 overall in a non-equilibrium geometry from OMol25. Energies are from ωB97M-V/def2-TZVPD.

Structure (XYZ):
```
21
Properties=species:S:1:pos:R:3:forces:R:3:nbo_charge:R:1
C -1.587 -1.583 0.548 1.14 -1.31 0.19 -0.435
C -0.634 -0.993 -0.164 -0.80 0.58 1.25 0.028
C 0.619 -1.767 -0.339 1.29 -0.60 -3.51 -0.648
C -0.691 0.412 -0.696 -0.46 -0.74 0.10 -0.469
C -1.971 1.161 -0.443 -3.52 0.68 -1.69 -0.617
H -1.223 -2.569 0.908 -1.15 0.48 0.00 0.188
H -2.568 -1.231 0.781 -0.28 0.27 0.10 0.208
H 1.480 -1.123 -0.614 -0.37 -0.21 0.48 0.217
H 0.848 -2.347 0.520 0.32 -0.50 0.71 0.221
H 0.593 -2.516 -1.271 -0.28 1.48 1.92 0.216
H -0.340 0.215 -1.678 -0.26 0.73 -1.64 0.219
H 0.077 1.014 -0.277 1.15 0.35 0.53 0.225
H -2.950 0.563 -0.680 1.86 0.59 0.60 0.205
H -2.037 1.481 0.591 0.01 -0.20 0.33 0.211
H -2.253 2.129 -1.023 1.40 -1.52 0.60 0.227
N 1.737 0.932 1.842 -3.15 -2.42 0.24 -0.587
N 2.217 1.767 0.977 1.26 0.74 -2.00 -0.405
Cl 1.704 3.586 1.021 0.58 -1.05 0.35 -0.094
H 0.757 0.549 1.687 1.64 0.89 -0.57 0.356
H 1.837 0.882 2.827 1.22 0.97 1.11 0.348
H 3.245 1.680 0.764 -1.59 0.80 0.89 0.387
```
Positions in Å, forces in eV/Å.

## Properties
HOMO energy ... -0.3368 hartree
LUMO level ... 0.498 eV
SMILES string ... C=C(C)CC.NNCl
DFT total energy ... -20894.8243 eV


Record 5
Here is C3HO3S as an isolated structure in a non-equilibrium geometry from OMol25. Energies are from ωB97M-V/def2-TZVPD.

Structure (XYZ):
```
8
Properties=species:S:1:pos:R:3:forces:R:3:nbo_charge:R:1
C 1.791 0.161 0.707 1.69 -1.47 1.12 0.469
C -0.132 2.106 0.270 0.00 -2.17 -1.01 0.868
C 0.632 0.500 0.014 -4.40 -2.09 -1.16 -0.521
O 0.647 2.983 0.029 0.39 1.36 0.16 -0.686
O 2.487 0.068 1.693 -1.30 0.41 -1.16 -0.547
O -1.298 1.893 0.569 0.26 0.44 0.28 -0.706
S 2.070 -0.172 -1.071 0.12 0.86 0.25 -0.122
H -0.369 -0.363 -0.225 3.25 2.67 1.52 0.246
```
Positions in Å, forces in eV/Å.

## Properties
HOMO energy ... -0.1562 hartree
LUMO level ... 3.410 eV
Total charge ... -1
DFT total energy ... -20104.6651 eV


Record 6
Here is C22H36ClN4O2SSiSr as an isolated structure in a non-equilibrium geometry from OMol25. Energies are from ωB97M-V/def2-TZVPD.

Structure (XYZ):
```
68
Properties=species:S:1:pos:R:3:forces:R:3:nbo_charge:R:1
Sr -0.274 -0.580 -0.474 3.22 1.35 3.42 1.726
N -3.515 -8.669 -1.362 0.01 0.02 -0.04 -0.804
C -3.431 -7.287 -1.612 -0.01 0.00 0.03 0.141
C -3.024 -6.810 -2.855 0.03 0.04 -0.05 -0.270
C -2.881 -5.448 -3.079 0.03 -0.20 -0.08 -0.171
C -3.162 -4.554 -2.069 -0.07 0.46 -0.26 0.227
C -3.572 -5.006 -0.827 -0.07 -0.01 0.14 -0.247
C -3.695 -6.368 -0.600 0.01 0.02 -0.04 -0.236
S -2.314 -2.338 -1.196 -0.07 0.32 -0.13 1.636
O -3.043 -3.187 -2.385 -0.12 -0.93 -0.16 -0.682
O -0.912 -2.878 -1.100 -0.51 -0.29 -0.14 -1.053
N -2.171 -0.862 -1.801 -0.55 -0.20 -1.79 -1.024
C -1.282 -0.621 -2.885 -0.98 -0.11 0.08 0.505
N -0.445 0.420 -2.677 -0.23 -0.23 -1.06 -0.571
C 0.489 0.665 -3.607 -0.50 0.13 0.49 0.107
C 0.566 -0.084 -4.756 -0.05 -0.15 -0.22 -0.349
C -0.367 -1.107 -4.892 0.00 0.06 0.08 0.099
N -1.283 -1.395 -3.977 0.11 0.10 -0.10 -0.464
H -3.691 -9.218 -2.189 -0.01 0.00 0.01 0.368
H -4.163 -8.909 -0.628 0.00 0.00 0.00 0.370
H -2.800 -7.512 -3.651 -0.01 0.01 0.01 0.202
H -2.548 -5.066 -4.036 -0.01 -0.02 0.02 0.221
H -3.789 -4.308 -0.028 0.00 -0.02 -0.03 0.237
H -3.998 -6.719 0.380 0.00 0.01 -0.01 0.207
H 1.175 1.472 -3.377 0.00 0.00 0.07 0.234
H 1.317 0.110 -5.507 -0.01 -0.03 -0.02 0.222
H -0.368 -1.732 -5.779 -0.02 -0.03 -0.01 0.188
Cl 1.793 1.370 -0.386 -0.02 -0.16 -0.17 -0.923
C -3.136 -1.787 2.842 -0.17 -0.09 -0.03 -0.606
C -1.723 -2.081 3.365 -0.09 -0.15 -0.01 -0.489
C -1.311 -3.400 2.685 -0.10 -0.10 -0.02 -0.611
C -1.846 -2.351 4.869 -0.01 -0.06 0.13 -0.615
Si -0.510 -0.638 2.760 -0.26 -0.23 -0.19 0.768
C -1.393 1.042 3.270 -0.08 0.24 -0.05 -0.492
C -2.445 1.379 2.197 -0.12 0.08 0.01 -0.605
C -2.084 1.099 4.635 -0.05 0.08 0.13 -0.613
C -0.384 2.198 3.205 -0.02 0.11 0.00 -0.617
C 1.119 -0.812 3.831 0.25 0.00 0.04 -0.495
C 2.235 0.048 3.209 0.09 -0.01 0.11 -0.612
C 1.027 -0.465 5.320 0.06 0.02 0.15 -0.612
C 1.622 -2.258 3.738 0.10 -0.11 0.04 -0.605
H -3.771 -2.678 2.974 0.03 0.05 0.02 0.180
H -3.141 -1.546 1.774 0.05 -0.04 0.01 0.203
H -3.625 -0.963 3.364 0.05 -0.08 0.01 0.198
H -2.061 -4.179 2.901 0.05 0.05 0.00 0.175
H -0.347 -3.781 3.021 -0.05 0.04 0.01 0.206
H -1.251 -3.297 1.598 -0.02 0.04 0.02 0.212
H -2.599 -3.135 5.058 0.04 0.04 -0.05 0.178
H -2.153 -1.467 5.433 0.04 -0.06 -0.06 0.204
H -0.909 -2.707 5.303 -0.03 0.00 -0.06 0.197
H -3.230 0.629 2.102 0.07 0.08 0.00 0.206
H -1.983 1.503 1.213 0.04 -0.01 -0.01 0.194
H -2.931 2.338 2.434 0.04 -0.06 0.02 0.185
H -2.926 0.408 4.712 0.05 0.04 -0.04 0.195
H -2.486 2.111 4.814 0.03 -0.05 -0.02 0.181
H -1.402 0.873 5.458 -0.02 0.01 -0.06 0.203
H 0.180 2.207 2.267 -0.01 -0.06 0.01 0.234
H 0.334 2.181 4.025 0.00 -0.06 0.04 0.196
H -0.928 3.154 3.273 0.06 -0.05 0.00 0.181
H 2.075 1.117 3.330 -0.06 0.03 0.02 0.208
H 2.348 -0.123 2.138 -0.02 -0.05 -0.02 0.231
H 3.194 -0.196 3.697 -0.07 0.04 -0.04 0.175
H 0.763 0.580 5.491 0.01 0.03 -0.06 0.198
H 2.004 -0.629 5.804 -0.06 0.00 -0.04 0.182
H 0.295 -1.079 5.853 0.06 0.06 -0.07 0.200
H 1.680 -2.613 2.704 -0.01 0.05 -0.01 0.207
H 0.998 -2.960 4.294 0.01 0.06 0.02 0.194
H 2.636 -2.320 4.162 -0.06 0.00 -0.02 0.185
```
Positions in Å, forces in eV/Å.

## Properties
HOMO energy ... -0.1223 hartree
LUMO level ... 2.476 eV
Total charge ... -1
DFT total energy ... -65528.2173 eV